Formula: C37H49NO19P
Source: the OMol25 dataset
Level of theory: ωB97M-V/def2-TZVPD

The calculation puts the gap between HOMO and LUMO at 0.293 Eh. For the energy, the calculation gives -88845.0339 eV. As for the total charge: -1.

Cartesian coordinates (Å):
N 0.24 0.00 0.62
O -0.43 -1.00 0.36
O 1.31 -0.07 1.24
O -0.21 1.13 0.30
C 2.33 0.45 -2.75
C 2.38 0.13 -4.11
C 2.13 1.11 -5.07
C 1.92 2.42 -4.68
C 1.97 2.79 -3.34
C 2.14 1.79 -2.37
O 2.16 2.13 -1.05
O 2.29 0.77 -6.39
H 2.62 -0.34 -2.08
H 2.62 -0.82 -4.57
H 1.83 3.20 -5.42
H 1.82 3.79 -2.98
H 1.51 1.60 -0.56
H 1.85 1.39 -6.96
C 6.50 -0.99 4.40
C 5.44 -0.08 4.26
C 4.37 -0.46 3.48
C 4.33 -1.68 2.85
C 5.42 -2.55 2.96
C 6.53 -2.18 3.71
O 7.61 -3.00 3.82
O 3.35 0.45 3.28
H 7.40 -0.67 4.91
H 5.57 0.94 4.60
H 3.46 -1.96 2.27
H 5.41 -3.45 2.36
H 7.40 -3.92 3.64
H 2.75 0.13 2.61
C -5.25 -0.66 1.65
C -4.09 -0.64 0.89
C -4.02 -1.29 -0.35
C -5.20 -1.81 -0.89
C -6.41 -1.74 -0.20
C -6.41 -1.14 1.07
O -7.52 -1.20 1.88
O -2.88 -1.37 -1.07
H -5.42 -0.18 2.61
H -3.19 -0.21 1.31
H -5.14 -2.31 -1.85
H -7.29 -2.17 -0.65
H -8.33 -1.37 1.39
H -2.10 -1.05 -0.60
C -0.73 4.24 2.29
C -0.40 5.36 3.03
C -1.39 6.26 3.37
C -2.72 5.94 3.07
C -3.07 4.83 2.32
C -2.05 4.00 1.90
O -2.39 2.94 1.15
O -1.12 7.48 3.97
H 0.05 3.62 1.88
H 0.66 5.47 3.21
H -3.45 6.67 3.39
H -4.08 4.58 2.02
H -1.65 2.35 0.96
H -0.21 7.77 3.85
C 1.06 -2.82 -2.00
C 1.54 -2.88 -3.30
C 2.93 -3.07 -3.48
C 3.74 -3.41 -2.46
C 3.22 -3.51 -1.15
C 1.91 -3.15 -0.90
O 1.45 -3.08 0.36
O 3.55 -3.05 -4.72
H 0.04 -2.50 -1.82
H 0.85 -2.63 -4.10
H 4.81 -3.49 -2.57
H 3.93 -3.82 -0.40
H 0.76 -2.39 0.38
H 2.98 -3.28 -5.46
C -1.09 0.60 -2.96
O -1.57 -0.52 -3.79
P -1.54 -0.44 -5.38
O -1.99 0.82 -6.01
O -0.07 -0.89 -5.72
C 0.32 -1.23 -7.01
O -2.42 -1.74 -5.84
C -3.72 -1.59 -6.31
H -0.20 0.29 -2.42
H -1.91 0.92 -2.33
H -0.73 1.34 -3.68
H -0.04 -2.23 -7.29
H 1.40 -1.21 -7.17
H -0.13 -0.60 -7.79
H -3.72 -2.00 -7.33
H -4.10 -0.57 -6.26
H -4.44 -2.20 -5.76
C -0.47 -2.25 4.88
O -1.15 -1.04 5.09
C -0.96 -0.05 4.12
C -1.50 1.25 4.62
O -0.98 1.78 5.84
C -1.45 1.12 7.01
H -0.95 -3.11 5.35
H 0.53 -2.12 5.29
H -0.35 -2.50 3.82
H -1.39 -0.35 3.15
H 0.12 0.05 3.93
H -2.59 1.22 4.74
H -1.21 2.06 3.94
H -1.56 1.85 7.81
H -0.72 0.35 7.24
H -2.42 0.63 6.94